Record 1
The following is a DFT calculation (ωB97M-V/def2-TZVPD) of C9H15NO2 in the gas phase in a non-equilibrium geometry.

Computed properties:
M: 169.22 g mol⁻¹
energy: -556.973931 hartree
relative energy (zero: lowest compared OMol25 entry of this formula, charge and spin): 539.46 kJ/mol
E_LUMO: -0.15 eV
HOMO-LUMO gap: 0.3249 Eh

Geometry as XYZ:
```
27
Properties=species:S:1:pos:R:3:mulliken_charge:R:1
C 1.77 -1.25 1.52 -1.58
C 0.63 -0.25 1.19 -0.42
C 0.87 0.88 0.17 1.74
C 2.12 0.97 -0.70 -1.68
C 0.31 2.24 0.58 -1.57
C -0.05 -0.27 -0.17 0.11
C -0.06 -1.22 -1.36 -0.59
C -1.60 -1.17 -1.49 -1.06
C -1.74 -0.33 -0.16 0.36
O -2.25 -0.81 0.98 -0.55
N -2.90 0.71 -0.76 0.05
O -3.94 0.61 -0.12 -0.39
H 1.48 -2.08 2.24 0.34
H 2.52 -0.78 2.05 0.41
H 2.09 -1.69 0.56 0.31
H -0.16 -0.17 1.92 0.55
H 2.96 1.19 -0.03 0.32
H 2.04 1.72 -1.49 0.38
H 2.23 0.00 -1.18 0.42
H 0.18 3.00 -0.19 0.38
H 0.89 2.68 1.37 0.35
H -0.64 1.94 0.97 0.33
H 0.32 -2.28 -1.07 0.22
H 0.41 -0.83 -2.21 0.43
H -2.33 -1.96 -1.52 0.44
H -1.96 -0.49 -2.35 0.30
H -3.18 -0.38 1.23 0.40
```

Record 2
The following is a DFT calculation (ωB97M-V/def2-TZVPD) of 2 unconnected molecules or ions with the total composition C9H15NO2 in a non-equilibrium geometry.

Computed properties:
M: 169.22 g mol⁻¹
energy: -557.076096 hartree
relative energy (zero: lowest compared OMol25 entry of this formula, charge and spin): 271.23 kJ/mol
E_LUMO: 0.59 eV
HOMO-LUMO gap: 0.3083 Eh

Geometry as XYZ:
```
27
Properties=species:S:1:pos:R:3:mulliken_charge:R:1
C -2.07 0.21 0.78 -1.31
C -1.07 -0.46 -0.37 1.54
C -1.44 -1.98 -0.40 -1.62
C -1.35 0.10 -1.71 -1.56
C 0.30 -0.48 0.12 0.15
C 0.98 -0.05 1.19 -0.49
C 2.35 -0.45 1.13 -0.35
C 2.49 -1.12 -0.20 0.07
O 3.45 -1.59 -0.74 -0.65
N 1.19 -1.21 -0.65 -0.10
H -1.56 1.28 0.93 0.17
H -1.86 -0.24 1.80 0.34
H -3.12 0.18 0.46 0.42
H -2.38 -2.27 -0.92 0.35
H -0.66 -2.54 -0.87 0.41
H -1.57 -2.13 0.65 0.42
H -0.99 1.16 -1.70 0.28
H -2.43 0.27 -1.70 0.42
H -1.01 -0.38 -2.62 0.34
H 0.60 0.62 1.95 0.46
H 2.82 -0.97 2.01 0.38
H 2.91 0.52 1.08 0.18
H 0.98 -1.79 -1.41 0.16
C 0.82 3.29 0.25 -0.16
O 0.93 2.17 -0.03 -0.27
H 1.76 4.00 0.33 0.20
H -0.07 3.87 0.63 0.22
```

Record 3
The following is a DFT calculation (ωB97M-V/def2-TZVPD) of C9H15NO3 in the gas phase in a non-equilibrium geometry.

Computed properties:
M: 185.22 g mol⁻¹
energy: -632.265411 hartree
relative energy (zero: lowest compared OMol25 entry of this formula, charge and spin): 528.91 kJ/mol
E_LUMO: 0.36 eV
HOMO-LUMO gap: 0.3120 Eh

Geometry as XYZ:
```
28
Properties=species:S:1:pos:R:3:mulliken_charge:R:1
C 3.05 0.66 0.48 0.58
C 0.55 1.21 -0.53 -1.16
C -0.37 -0.01 -0.48 0.19
C 1.91 0.54 -0.41 0.32
C 0.55 -1.03 0.22 1.05
C 0.56 -1.02 1.71 -1.68
C 0.84 -2.31 -0.47 -1.64
C -3.78 1.10 0.31 -1.27
C -2.38 1.20 -0.28 -0.22
N 2.80 0.24 -1.48 -0.38
O 3.32 0.93 1.60 -0.59
O 3.90 0.19 -0.54 -0.32
O -1.59 0.14 0.21 -0.34
H 0.47 1.81 -1.43 0.41
H 0.40 1.84 0.34 0.41
H -0.58 -0.36 -1.51 0.35
H -0.31 -1.57 2.07 0.38
H 0.51 -0.01 2.10 0.33
H 1.46 -1.50 2.09 0.45
H 1.61 -2.88 0.05 0.35
H 1.16 -2.15 -1.50 0.40
H -0.07 -2.90 -0.51 0.40
H -3.71 0.92 1.38 0.32
H -4.33 2.02 0.14 0.38
H -4.33 0.28 -0.16 0.31
H -1.93 2.17 -0.02 0.29
H -2.44 1.14 -1.38 0.33
H 2.72 -0.64 -1.97 0.36
```